{
  "formula": "C72H91N11O3",
  "method": "ωB97M-V with the def2-TZVPD basis set",
  "species": ["C", "C", "C", "C", "C", "C", "C", "C", "C", "C", "C", "C", "C", "C", "C", "C", "C", "N", "C", "C", "C", "C", "C", "N", "C", "C", "O", "C", "C", "C", "C", "C", "C", "C", "O", "N", "C", "O", "H", "H", "H", "H", "H", "H", "H", "H", "H", "H", "H", "H", "H", "H", "H", "H", "H", "H", "H", "H", "H", "H", "H", "H", "H", "H", "H", "H", "H", "H", "H", "H", "H", "H", "H", "H", "H", "H", "H", "H", "H", "H", "H", "H", "H", "H", "H", "H", "H", "H", "H", "N", "C", "C", "C", "C", "C", "H", "H", "H", "H", "H", "N", "C", "C", "C", "C", "C", "H", "H", "H", "H", "H", "N", "C", "C", "C", "C", "C", "H", "H", "H", "H", "H", "N", "C", "C", "C", "C", "C", "H", "H", "H", "H", "H", "N", "C", "C", "C", "C", "C", "H", "H", "H", "H", "H", "N", "C", "C", "C", "C", "C", "H", "H", "H", "H", "H", "N", "C", "C", "C", "C", "C", "H", "H", "H", "H", "H", "N", "C", "C", "C", "C", "C", "H", "H", "H", "H", "H"],
  "xyz": [[8.82614, -3.62518, -1.35524], [7.57027, -2.60689, -1.47187], [7.85936, -1.38448, -2.50430], [8.46266, -0.13556, -1.67950], [7.41152, 1.09614, -1.55332], [6.95680, 1.40280, -0.04456], [5.35671, 1.52432, 0.13928], [4.95983, 2.17173, 1.58292], [3.70429, 3.17744, 1.48809], [2.28938, 2.46725, 1.87742], [1.64916, 1.96209, 0.48324], [0.36988, 1.00387, 0.64941], [-0.69163, 1.37635, -0.47762], [-2.19267, 1.76118, -0.19731], [-2.64680, 1.80779, 1.32523], [-3.39549, 0.49532, 1.84713], [-4.56077, 0.73697, 2.94379], [-3.13467, -0.74402, 1.50597], [-3.14074, 2.07886, -1.40952], [-4.68908, 2.43668, -1.18254], [-5.52064, 1.13971, -1.71369], [-7.11489, 1.35317, -1.65676], [-7.77021, -0.02104, -2.23791], [-7.79422, -1.12168, -1.23216], [-8.71531, -2.19634, -1.58764], [-9.01436, -3.30695, -0.44712], [-9.29710, -2.33560, -2.69175], [-2.64815, 2.06760, -2.89879], [-3.55141, 2.42443, -4.15983], [-2.85174, 3.72194, -4.86652], [-3.91291, 4.74798, -5.49276], [-1.17263, 1.68663, -3.12604], [-0.22112, 1.34995, -1.94536], [1.18419, 1.03966, -2.62181], [2.13955, 0.30857, -2.29518], [1.07155, 1.84527, -3.87268], [-0.28044, 1.57797, -4.43894], [-0.55530, 1.30493, -5.62325], [9.74638, -3.05609, -0.95581], [8.50080, -4.47706, -0.66642], [9.02809, -4.01254, -2.42115], [6.66595, -3.24250, -1.77467], [7.32760, -2.10620, -0.46703], [8.64493, -1.78000, -3.24336], [6.92090, -1.11138, -3.11648], [9.42177, 0.19063, -2.21758], [8.77649, -0.50853, -0.64668], [6.51917, 0.92990, -2.26803], [7.95914, 2.03209, -1.95349], [7.44095, 2.39826, 0.28006], [7.39678, 0.58231, 0.63384], [4.97232, 0.43254, 0.14946], [4.83887, 2.05107, -0.73465], [5.89624, 2.74065, 1.93927], [4.67705, 1.32704, 2.30041], [3.86492, 4.16483, 2.08514], [3.62860, 3.48183, 0.37367], [2.41205, 1.63783, 2.64839], [1.61752, 3.33338, 2.23648], [1.32495, 2.89354, -0.11874], [2.50542, 1.48802, -0.11176], [0.69949, -0.09492, 0.52196], [-0.00532, 1.11045, 1.71954], [-1.81569, 2.04600, 2.06693], [-3.40682, 2.67377, 1.41373], [-5.03405, -0.24437, 3.29088], [-4.00517, 1.15441, 3.87081], [-5.31110, 1.53323, 2.62752], [-2.35122, -0.71114, 0.83069], [-4.92221, 2.69866, -0.10069], [-4.93360, 3.27232, -1.93031], [-5.22857, 0.83385, -2.77359], [-5.28732, 0.25949, -1.00109], [-7.47912, 2.22239, -2.31634], [-7.49768, 1.54604, -0.59743], [-8.82011, 0.17839, -2.65597], [-7.07573, -0.35749, -3.08736], [-8.06480, -0.79869, -0.29240], [-8.24161, -4.16194, -0.47436], [-8.97432, -2.86398, 0.61004], [-10.04264, -3.77672, -0.57950], [-4.63750, 2.66751, -3.92002], [-3.54072, 1.60804, -4.97659], [-2.30141, 4.29402, -4.02566], [-2.05165, 3.43424, -5.62502], [-3.33756, 5.69806, -5.81026], [-4.66012, 5.10299, -4.69271], [-4.43705, 4.26881, -6.39901], [1.83178, 1.45259, -4.45126], [3.41579, 6.52256, 3.06337], [3.55355, 7.84154, 2.85247], [4.10126, 8.71747, 3.77565], [4.52972, 8.20568, 4.99169], [4.39752, 6.84677, 5.23726], [3.83998, 6.05356, 4.24762], [3.20105, 8.19449, 1.88858], [4.19011, 9.77278, 3.54989], [4.96274, 8.85949, 5.74086], [4.72076, 6.41345, 6.17546], [3.71891, 4.98423, 4.39114], [5.87042, 1.03301, -4.88792], [6.79865, 1.46646, -5.75549], [6.74891, 1.22922, -7.11994], [5.68112, 0.49841, -7.62071], [4.70832, 0.03655, -6.74562], [4.84696, 0.32978, -5.39856], [7.61573, 2.03021, -5.31554], [7.52553, 1.60592, -7.77412], [5.60751, 0.29085, -8.68274], [3.86177, -0.53731, -7.10170], [4.11039, -0.00631, -4.67451], [-2.08020, 4.37260, 4.03951], [-2.78866, 5.26044, 3.32339], [-4.07542, 5.66103, 3.64602], [-4.67087, 5.11149, 4.77212], [-3.96241, 4.19007, 5.52958], [-2.67944, 3.85772, 5.12503], [-2.28181, 5.65936, 2.45056], [-4.59864, 6.38373, 3.03236], [-5.67722, 5.39865, 5.05690], [-4.39632, 3.74079, 6.41417], [-2.08413, 3.14460, 5.68657], [7.53695, 7.48732, -1.14339], [7.85875, 6.42195, -1.89480], [7.23338, 5.18949, -1.79397], [6.21781, 5.04419, -0.86019], [5.86565, 6.12826, -0.06882], [6.54967, 7.31967, -0.24916], [8.66074, 6.58462, -2.60761], [7.53284, 4.36453, -2.42866], [5.70482, 4.09515, -0.74984], [5.07743, 6.04954, 0.67070], [6.30873, 8.19707, 0.34298], [-9.09202, -3.65256, 2.79974], [-8.12066, -3.61985, 3.72646], [-7.79145, -4.69394, 4.53717], [-8.50793, -5.87219, 4.38781], [-9.51840, -5.93364, 3.43927], [-9.76834, -4.80569, 2.67496], [-7.59125, -2.67599, 3.80769], [-6.99566, -4.61128, 5.26679], [-8.28096, -6.73525, 5.00492], [-10.09794, -6.83716, 3.29645], [-10.54591, -4.80548, 1.91748], [10.43673, 2.98776, -5.55572], [10.80709, 1.82915, -6.12935], [11.55095, 1.75002, -7.29588], [11.93380, 2.93216, -7.91222], [11.56382, 4.14174, -7.34320], [10.82285, 4.11590, -6.17288], [10.48114, 0.93213, -5.61245], [11.82353, 0.78822, -7.71206], [12.51544, 2.91102, -8.82739], [11.84520, 5.08338, -7.79777], [10.51314, 5.03629, -5.68818], [-7.57193, -9.76137, 5.37142], [-6.30556, -9.81327, 4.91815], [-5.94435, -10.37188, 3.70338], [-6.94285, -10.91449, 2.90739], [-8.25693, -10.87611, 3.35061], [-8.51755, -10.29122, 4.57948], [-5.56075, -9.37876, 5.57728], [-4.90882, -10.38272, 3.38724], [-6.69933, -11.36220, 1.95014], [-9.06078, -11.29018, 2.75475], [-9.52984, -10.23351, 4.96685], [-7.57764, -14.68533, 5.86039], [-7.45075, -13.36898, 5.62592], [-6.88346, -12.47571, 6.52218], [-6.42301, -12.96993, 7.73465], [-6.54365, -14.32613, 8.00327], [-7.12243, -15.13569, 7.03975], [-7.82821, -13.03349, 4.66745], [-6.80268, -11.41768, 6.28061], [-5.97393, -12.30401, 8.46370], [-6.19537, -14.74462, 8.93944], [-7.23566, -16.20296, 7.20165]],
  "mulliken_charge": [-1.006, -0.579, -0.157, -0.955, 0.286, -0.854, -0.553, -0.733, 0.455, -0.754, -0.204, -0.687, 0.118, 0.370, -0.697, 0.639, -0.841, -0.793, 0.429, -0.858, -0.496, -0.397, -0.617, -0.203, 0.345, -0.640, -0.603, 0.419, -0.591, -0.500, -1.190, -0.110, 0.037, 0.308, -0.644, -0.204, 0.051, -0.609, 0.239, 0.346, 0.264, 0.358, 0.234, 0.325, 0.031, 0.336, 0.468, 0.043, -0.156, 0.323, 0.311, 0.434, 0.294, 0.363, 0.338, -0.592, 0.257, 0.368, 0.315, 0.361, -0.160, 0.375, 0.356, 0.370, 0.025, 0.256, 0.189, 0.234, 0.358, 0.351, 0.312, 0.226, 0.326, 0.275, 0.211, 0.383, 0.264, 0.289, 0.258, 0.183, 0.287, 0.221, 0.406, 0.364, 0.254, 0.377, 0.283, 0.284, 0.316, -0.257, -0.305, -0.533, -0.057, -0.802, 0.044, 0.424, 0.368, 0.370, 0.365, 0.364, -0.151, -0.231, -0.562, -0.261, -0.694, -0.355, 0.427, 0.436, 0.360, 0.404, 0.605, -0.372, -0.257, -0.451, -0.161, -0.362, -0.311, 0.387, 0.386, 0.382, 0.385, 0.379, -0.595, -0.373, -0.511, 0.001, -0.474, -0.237, 0.372, 0.454, 0.596, 0.307, 0.406, -0.420, -0.211, -0.578, -0.007, -0.502, -0.224, 0.394, 0.352, 0.421, 0.375, 0.363, -0.353, -0.070, -0.624, -0.155, -0.505, -0.130, 0.391, 0.368, 0.378, 0.355, 0.351, -0.603, -0.286, -0.311, -0.074, -0.705, -0.152, 0.458, 0.421, 0.382, 0.435, 0.415, -0.560, -0.138, 0.323, -0.752, -0.243, -0.376, 0.390, 0.276, 0.380, 0.372, 0.356],
  "energy_ha": -3625.83727,
  "smiles": "[H]/N=C(/C)Cc1c(CCCCNC(C)=O)c(CCC)c2c(c1CCCCCCCCCCCC)C(=O)NC2=O.c1ccncc1.c1ccncc1.c1ccncc1.c1ccncc1.c1ccncc1.c1ccncc1.c1ccncc1.c1ccncc1",
  "gap_ev": 8.200,
  "largest_force_ev_per_a": 4.33,
  "e_homo_ev": -8.681,
  "lumo_energy_ha": -0.01769
}